No. 1
# C3H5N7O2

C3H5N7O2 as an isolated structure (ωB97M-V with the def2-TZVPD basis set, OMol25).

Last column: Mulliken spin population.
CARTESIAN COORDINATES (ANGSTROEM)
C (-1.263, 1.010, 0.918)  0.029
C (0.311, -0.036, -1.050)  0.219
C (-0.597, -0.255, 0.741)  0.298
N (-2.325, 2.773, 0.411)  0.005
N (-1.912, 1.611, -0.040)  0.056
N (-1.339, 1.821, 1.987)  0.040
N (-2.011, 2.877, 1.639)  0.026
N (1.187, -1.015, -1.026)  0.085
N (-0.104, 0.816, -1.794)  0.575
N (0.387, -0.671, 1.650)  0.215
O (0.935, -1.737, 1.453)  0.213
O (0.803, 0.078, 2.484)  0.269
H (-1.238, -1.056, 0.326)  0.015
H (1.147, -1.938, -0.512)  -0.016
H (1.980, -1.150, -1.595)  -0.002
H (-1.209, 1.769, 3.006)  -0.002
H (-0.551, 1.691, -1.640)  -0.024

Values from the calculation:
- LUMO level (alpha / beta): 0.52 / -3.65 eV
- Largest force on an atom: 5.73 eV Å⁻¹
- Multiplicity: 3
- Energy relative to the best compared isomer or geometry (same formula, charge and spin): 7.1 kcal per mole
- Highest occupied orbital energy (alpha / beta): -5.82 / -9.71 eV
- ⟨S²⟩: 2.0097
- Frontier orbital gap (alpha / beta): 6.34 / 6.06 eV

=====

No. 2
# C36H53BGe2N6S7Zr

C36H53BGe2N6S7Zr as an isolated structure (ωB97M-V with the def2-TZVPD basis set, OMol25).

Last column: Mulliken spin population.
CARTESIAN COORDINATES (ANGSTROEM)
Zr (0.201, -0.001, 0.161)  0.320
C (-6.259, 0.647, -0.204)  0.000
C (-4.801, 1.070, -0.004)  0.003
C (-4.712, 2.254, 0.962)  -0.003
C (-4.234, 1.482, -1.356)  0.014
N (-4.095, -0.093, 0.638)  -0.010
C (-4.585, -0.581, 1.833)  0.004
C (-3.830, -1.630, 2.194)  0.001
N (-2.862, -1.810, 1.236)  0.000
B (-1.892, -3.018, 1.381)  0.016
N (-1.315, -3.475, 0.018)  0.003
C (-2.109, -4.228, -0.812)  0.000
C (-1.411, -4.495, -1.926)  -0.001
N (-0.160, -3.922, -1.797)  -0.006
C (-0.138, -3.255, -0.612)  0.010
S (1.152, -2.381, 0.131)  -0.021
C (0.828, -4.103, -2.918)  0.001
C (0.232, -3.412, -4.148)  -0.004
C (0.960, -5.610, -3.151)  0.000
C (2.225, -3.553, -2.661)  0.002
N (-0.824, -2.751, 2.495)  0.005
C (-0.322, -3.813, 3.211)  -0.001
C (0.314, -3.334, 4.296)  -0.001
N (0.214, -1.956, 4.270)  -0.001
C (-0.444, -1.618, 3.125)  -0.005
S (-0.734, -0.015, 2.553)  0.007
C (0.608, -1.069, 5.421)  0.000
C (1.695, -0.063, 5.044)  -0.003
C (1.161, -1.957, 6.534)  0.000
C (-0.644, -0.357, 5.944)  0.000
C (-3.013, -0.846, 0.298)  0.003
S (-1.984, -0.691, -1.077)  0.069
H (-6.807, 1.455, -0.687)  0.000
H (-6.316, -0.235, -0.843)  0.000
H (-6.757, 0.427, 0.740)  0.000
H (-5.177, 3.124, 0.501)  0.000
H (-5.227, 2.052, 1.902)  0.000
H (-3.673, 2.498, 1.177)  0.001
H (-4.861, 2.284, -1.746)  0.000
H (-3.218, 1.863, -1.272)  -0.008
H (-4.251, 0.663, -2.072)  -0.001
H (-5.437, -0.153, 2.329)  0.000
H (-3.905, -2.273, 3.055)  0.000
H (-2.554, -3.933, 1.778)  0.000
H (-3.104, -4.524, -0.532)  0.000
H (-1.701, -5.070, -2.786)  0.000
H (-0.735, -3.837, -4.417)  0.000
H (0.107, -2.346, -3.959)  0.002
H (0.904, -3.536, -4.997)  0.000
H (0.021, -6.059, -3.475)  0.000
H (1.701, -5.784, -3.931)  0.000
H (1.294, -6.112, -2.242)  0.000
H (2.226, -2.480, -2.526)  0.001
H (2.701, -4.023, -1.803)  0.000
H (2.826, -3.771, -3.544)  0.000
H (-0.487, -4.829, 2.897)  0.000
H (0.806, -3.868, 5.086)  0.000
H (2.614, -0.568, 4.756)  0.000
H (1.392, 0.599, 4.240)  0.002
H (1.914, 0.556, 5.915)  0.000
H (2.063, -2.484, 6.219)  0.000
H (1.430, -1.318, 7.372)  0.000
H (0.417, -2.675, 6.882)  0.000
H (-1.011, 0.385, 5.241)  0.000
H (-1.440, -1.079, 6.140)  0.000
H (-0.404, 0.150, 6.877)  0.000
S (-0.774, 2.353, 0.366)  0.065
S (0.118, 3.180, -1.277)  0.019
S (-0.215, 1.784, -2.743)  0.023
S (1.067, 0.260, -2.233)  0.229
C (5.879, 2.858, -0.920)  0.001
Ge (4.092, 2.114, -1.391)  -0.001
C (4.512, 0.527, -2.493)  0.006
C (3.229, 3.546, -2.438)  0.001
Ge (2.498, 1.340, 0.441)  0.091
C (2.417, 2.846, 1.780)  0.060
C (1.398, 3.110, 2.689)  -0.024
C (1.414, 4.261, 3.464)  0.000
C (2.451, 5.173, 3.342)  -0.001
C (3.490, 4.912, 2.463)  0.009
C (3.466, 3.760, 1.689)  0.013
C (3.662, -0.078, 1.277)  0.158
C (3.162, -1.114, 2.062)  0.007
C (3.958, -2.173, 2.473)  -0.008
C (5.298, -2.207, 2.123)  0.008
C (5.834, -1.157, 1.389)  -0.001
C (5.024, -0.113, 0.972)  -0.022
H (6.270, 3.244, -1.863)  0.000
H (6.565, 2.090, -0.564)  0.000
H (5.861, 3.676, -0.203)  0.000
H (5.308, 0.790, -3.190)  0.001
H (3.647, 0.197, -3.062)  -0.002
H (4.859, -0.300, -1.872)  -0.002
H (3.971, 3.993, -3.102)  0.000
H (2.843, 4.321, -1.777)  0.000
H (2.409, 3.164, -3.045)  -0.001
H (0.570, 2.430, 2.808)  -0.007
H (0.602, 4.452, 4.155)  0.000
H (2.449, 6.084, 3.927)  0.000
H (4.314, 5.608, 2.370)  0.000
H (4.278, 3.564, 1.000)  -0.005
H (2.133, -1.081, 2.389)  -0.032
H (3.528, -2.975, 3.063)  0.000
H (5.924, -3.037, 2.423)  0.000
H (6.885, -1.156, 1.129)  0.002
H (5.463, 0.695, 0.401)  0.012

Values from the calculation:
- LUMO level (alpha / beta): -3.25 / -5.14 eV
- Largest force on an atom: 3.77 eV Å⁻¹
- Multiplicity: 2
- Energy relative to the best compared isomer or geometry (same formula, charge and spin): 0.0 kcal per mole
- Total charge: +1
- Highest occupied orbital energy (alpha / beta): -10.14 / -10.02 eV
- ⟨S²⟩: 0.7598
- Frontier orbital gap (alpha / beta): 6.89 / 4.88 eV

=====

No. 3
# C2H3Cl2N2S2

C2H3Cl2N2S2 as an isolated structure (ωB97M-V with the def2-TZVPD basis set, OMol25).

Last column: natural (NBO) charge in e.
CARTESIAN COORDINATES (ANGSTROEM)
C (0.676, 0.386, -0.101)  0.384
C (-1.526, -0.701, 0.002)  -0.003
N (-0.076, -0.687, -0.131)  -0.608
N (1.976, 0.462, -0.061)  -0.741
S (-0.107, 1.964, -0.011)  0.259
S (-2.001, 1.505, -0.280)  0.081
Cl (-2.191, -1.401, -1.382)  0.170
Cl (-2.093, -1.178, 1.544)  0.154
H (0.474, -1.439, 0.250)  0.433
H (2.442, -0.206, 0.523)  0.424
H (2.425, 1.298, -0.354)  0.445

Values from the calculation:
- LUMO level: -5.29 eV
- Largest force on an atom: 4.60 eV Å⁻¹
- Energy relative to the best compared isomer or geometry (same formula, charge and spin): 0.0 kcal per mole
- Total charge: +1
- Highest occupied orbital energy: -12.99 eV
- Frontier orbital gap: 7.70 eV

=====

No. 4
# C5H12O2

C5H12O2 as an isolated structure (ωB97M-V with the def2-TZVPD basis set, OMol25).

Last column: natural (NBO) charge in e.
CARTESIAN COORDINATES (ANGSTROEM)
C (1.457, 0.456, -0.470)  0.211
C (-0.934, -0.775, -0.540)  0.190
C (-0.088, 0.193, -1.230)  -0.552
C (1.220, 1.290, 0.792)  -0.650
C (-2.042, -0.270, 0.336)  -0.667
O (0.074, -1.818, 0.563)  -0.815
O (2.073, -0.710, -0.260)  -0.791
H (1.257, -1.425, 0.229)  0.496
H (-0.001, -1.456, 1.454)  0.472
H (1.959, 1.061, -1.239)  0.157
H (-1.203, -1.648, -1.126)  0.208
H (-0.530, 1.187, -1.260)  0.220
H (0.212, -0.154, -2.215)  0.228
H (-1.706, 0.550, 0.969)  0.220
H (0.673, 2.211, 0.573)  0.200
H (0.676, 0.722, 1.547)  0.182
H (2.192, 1.550, 1.214)  0.222
H (-2.439, -1.070, 0.958)  0.230
H (-2.851, 0.108, -0.295)  0.238

Values from the calculation:
- LUMO level: 0.72 eV
- Largest force on an atom: 2.70 eV Å⁻¹
- Energy relative to the best compared isomer or geometry (same formula, charge and spin): 60.1 kcal per mole
- Highest occupied orbital energy: -8.80 eV
- Frontier orbital gap: 9.51 eV